(1)
Computed, not measured: a cluster of 14 separate species, C75H69F9N4O in total, with wB97M-V/def2-TZVPD.

## Properties
F_max (eV/Å): 3.9
Kohn-Sham gap (eV): 9.37

The geometry in ORCA input format:
```
! RIJCOSX wB97M-V def2-TZVPD def2/J DEFGRID3
* xyz 0 1
N 8.354 10.169 -1.736
C 8.622 8.974 -2.372
C 8.120 7.736 -1.926
C 7.181 7.749 -0.857
C 6.759 8.963 -0.333
C 7.403 10.142 -0.761
H 9.340 9.060 -3.174
H 8.406 6.891 -2.535
H 6.733 6.797 -0.613
H 5.937 9.063 0.360
H 7.078 11.071 -0.318
N 11.871 3.902 4.136
C 13.027 3.313 3.778
C 14.267 3.943 3.706
C 14.282 5.300 4.103
C 13.140 5.913 4.571
C 11.931 5.188 4.580
H 12.996 2.258 3.550
H 15.187 3.442 3.442
H 15.199 5.861 4.006
H 13.179 6.933 4.924
H 11.000 5.594 4.948
N 10.579 3.826 8.834
C 10.686 2.544 9.354
C 10.514 1.389 8.624
C 9.961 1.545 7.334
C 9.839 2.803 6.792
C 10.233 3.904 7.549
H 11.181 2.392 10.302
H 10.868 0.429 8.969
H 9.668 0.651 6.804
H 9.390 3.051 5.841
H 10.077 4.861 7.072
N 3.848 2.452 -0.981
C 2.638 1.913 -1.331
C 2.558 0.947 -2.374
C 3.747 0.462 -2.933
C 4.956 0.984 -2.495
C 4.979 2.063 -1.657
H 1.730 2.180 -0.810
H 1.606 0.511 -2.639
H 3.760 -0.354 -3.640
H 5.889 0.770 -2.995
H 5.898 2.616 -1.529
C 4.650 7.390 3.061
O 3.690 7.572 4.117
H 5.018 6.365 3.110
H 4.258 7.541 2.056
H 5.452 8.126 3.114
H 3.210 8.388 3.959
F 4.947 3.370 4.574
C 5.254 2.145 4.955
C 4.927 1.822 6.279
C 5.405 0.621 6.786
C 5.877 -0.317 5.864
C 6.055 -0.021 4.508
C 5.766 1.248 4.055
H 4.395 2.544 6.880
H 5.148 0.255 7.769
H 6.070 -1.328 6.190
H 6.340 -0.702 3.720
H 5.834 1.519 3.011
F 2.063 3.355 3.961
C 1.896 4.411 3.071
C 0.722 5.203 3.245
C 0.512 6.265 2.402
C 1.316 6.340 1.262
C 2.427 5.523 1.046
C 2.718 4.605 1.992
H 0.068 5.036 4.088
H -0.288 6.962 2.605
H 1.098 7.147 0.578
H 3.045 5.677 0.174
H 3.546 3.957 1.744
F 9.076 2.198 -1.879
C 10.351 2.237 -2.234
C 11.364 2.262 -1.259
C 12.708 2.225 -1.641
C 12.994 2.225 -3.045
C 11.963 2.128 -3.956
C 10.633 2.104 -3.543
H 10.932 2.313 -0.271
H 13.467 2.244 -0.873
H 14.005 2.151 -3.417
H 12.140 1.808 -4.972
H 9.827 1.982 -4.252
F 6.991 5.080 -3.104
C 7.396 4.576 -4.247
C 6.883 3.354 -4.764
C 7.533 2.698 -5.754
C 8.634 3.256 -6.349
C 9.079 4.552 -6.018
C 8.487 5.137 -4.923
H 6.022 2.873 -4.324
H 7.160 1.767 -6.155
H 9.127 2.737 -7.157
H 9.912 4.987 -6.549
H 8.838 6.088 -4.551
F 5.653 4.595 1.053
C 6.949 4.620 1.196
C 7.839 4.542 0.137
C 9.199 4.494 0.422
C 9.760 4.531 1.695
C 8.869 4.516 2.741
C 7.474 4.573 2.493
H 7.392 4.523 -0.846
H 9.885 4.550 -0.411
H 10.813 4.771 1.707
H 9.318 4.546 3.723
H 6.766 4.680 3.301
F 12.888 7.440 -5.762
C 12.474 7.215 -4.487
C 12.466 8.343 -3.636
C 12.009 8.182 -2.342
C 11.427 7.002 -1.883
C 11.456 5.928 -2.743
C 11.971 5.987 -4.010
H 12.851 9.300 -3.954
H 12.037 8.995 -1.632
H 11.144 6.807 -0.859
H 11.085 4.999 -2.336
H 11.879 5.194 -4.737
F 12.925 6.065 0.778
C 14.193 6.421 0.682
C 15.037 5.669 -0.152
C 16.388 5.786 -0.183
C 17.019 6.702 0.709
C 16.171 7.483 1.592
C 14.786 7.276 1.613
H 14.632 4.864 -0.748
H 16.979 5.218 -0.887
H 18.080 6.887 0.639
H 16.635 8.132 2.320
H 14.205 7.704 2.416
F 11.564 -2.547 1.036
C 11.029 -1.586 1.821
C 10.330 -1.935 2.973
C 9.570 -1.006 3.648
C 9.558 0.335 3.228
C 10.335 0.717 2.182
C 11.074 -0.245 1.493
H 10.394 -2.961 3.303
H 9.049 -1.449 4.484
H 9.014 1.151 3.682
H 10.375 1.739 1.835
H 11.717 0.014 0.664
F 7.819 5.640 5.657
C 7.118 6.600 6.282
C 5.762 6.539 6.505
C 5.101 7.550 7.239
C 5.817 8.643 7.652
C 7.195 8.748 7.427
C 7.835 7.707 6.720
H 5.154 5.713 6.169
H 4.081 7.362 7.541
H 5.256 9.378 8.209
H 7.746 9.602 7.794
H 8.872 7.771 6.428
*
```

(2)
Computed, not measured: a structure of composition C20H24CoN2O3S, with wB97M-V/def2-TZVPD.

## Properties
F_max (eV/Å): 5.8
Kohn-Sham gap (spin up / spin down) (eV): 6.24 / 7.46

The geometry in ORCA input format:
```
! RIJCOSX wB97M-V def2-TZVPD def2/J DEFGRID3
* xyz 0 4
C -1.597 0.754 1.323
C -1.383 -0.693 1.528
H -0.823 1.221 1.906
H -2.636 1.014 1.557
H -1.532 1.114 0.253
H -0.698 -1.110 0.739
H -0.851 -0.871 2.473
H -2.330 -1.225 1.517
C 0.195 2.335 -1.951
C 0.466 3.240 -2.983
C 0.584 2.768 -4.297
C 0.486 1.387 -4.513
H 0.205 2.664 -0.908
H 0.562 4.301 -2.734
H 0.728 3.466 -5.132
H 0.602 0.912 -5.478
N -0.054 1.034 -2.232
C 0.191 0.514 -3.476
C 0.074 -0.919 -3.502
N -0.266 -1.430 -2.279
C -0.325 -2.753 -2.008
C 0.004 -3.179 -4.352
C -0.291 -3.658 -3.065
H -0.408 -3.068 -0.963
H -0.523 -4.705 -2.845
C 0.242 -1.811 -4.548
H 0.523 -1.354 -5.488
H 0.022 -3.875 -5.198
Co -0.721 -0.177 -1.111
C -2.582 -0.164 -1.359
H -2.871 -0.938 -2.066
H -2.839 0.801 -1.810
H -3.204 -0.287 -0.476
C -0.038 0.686 6.205
C 0.631 0.489 4.860
C 0.921 -0.816 4.425
C 1.498 -1.033 3.172
C 1.711 0.064 2.338
C 1.502 1.370 2.767
C 0.944 1.577 4.025
S 2.338 -0.197 0.666
O 3.014 1.042 0.336
O 3.094 -1.428 0.754
O 1.046 -0.363 -0.083
H -1.016 0.181 6.262
H 0.554 0.290 7.047
H -0.200 1.755 6.379
H 0.700 -1.664 5.078
H 1.792 -2.011 2.794
H 1.805 2.157 2.088
H 0.755 2.592 4.365
*
```

(3)
Computed, not measured: the ion C4H13N2 with charge +1, with wB97M-V/def2-TZVPD.

## Properties
F_max (eV/Å): 1.7
Kohn-Sham gap (eV): 10.27
SMILES: C[NH2+][C@@H](C)CN

The geometry in ORCA input format:
```
! RIJCOSX wB97M-V def2-TZVPD def2/J DEFGRID3
* xyz 1 1
C 0.533 -2.255 -0.810
N 0.297 -1.263 0.269
C -0.156 0.109 -0.209
C -1.619 0.297 0.194
C 0.804 1.237 0.257
N 0.095 2.480 0.436
H 1.098 -1.748 -1.583
H -0.453 -2.488 -1.206
H 1.092 -3.111 -0.454
H -0.338 -1.585 1.002
H 1.141 -1.143 0.840
H -0.098 0.053 -1.297
H -2.221 -0.588 -0.002
H -2.035 1.182 -0.250
H -1.637 0.459 1.284
H 1.294 0.885 1.163
H 1.592 1.365 -0.492
H 0.165 3.096 -0.362
H 0.444 3.018 1.220
*
```

(4)
Computed, not measured: a cluster of 3 separate species, C33H64Cl2N8O8P2 in total, with wB97M-V/def2-TZVPD.

## Properties
F_max (eV/Å): 8.1
Kohn-Sham gap (eV): 6.92
SMILES: [H]/N=C\C[C@@]1(CC(=O)Cl)NC(=O)[C@@](C#C)(COC(C)=O)[C@@]1(CCCCl)CCOC(=O)CC.CN(C)P(=O)(N(C)C)N(C)C.CN(C)P(=O)(N(C)C)N(C)C

The geometry in ORCA input format:
```
! RIJCOSX wB97M-V def2-TZVPD def2/J DEFGRID3
* xyz 0 1
H 1.100 -5.394 -3.278
N 1.101 -5.266 -4.304
C 2.355 -5.200 -4.661
C 3.632 -5.342 -3.754
C 3.786 -4.428 -2.454
C 3.728 -5.456 -1.191
C 2.380 -6.278 -1.096
O 1.293 -5.876 -0.719
Cl 2.450 -8.059 -1.607
N 5.284 -4.153 -2.445
C 5.694 -2.808 -2.804
O 6.802 -2.280 -2.770
C 4.254 -2.161 -3.210
C 4.541 -0.627 -2.913
C 4.693 0.569 -2.578
C 4.153 -2.158 -4.805
O 5.425 -1.593 -5.301
C 5.967 -2.568 -6.193
C 7.018 -3.676 -5.784
O 5.565 -2.588 -7.368
C 3.205 -2.954 -2.311
C 3.244 -2.439 -0.797
C 2.086 -2.957 0.168
C 2.005 -1.882 1.386
Cl 1.784 -2.662 3.023
C 1.764 -2.547 -2.847
C 1.248 -1.102 -2.449
O -0.066 -0.939 -3.102
C -1.090 -1.534 -2.331
O -1.469 -0.982 -1.289
C -1.840 -2.879 -2.765
C -1.641 -4.089 -1.738
H 2.522 -5.064 -5.790
H 3.727 -6.450 -3.466
H 4.547 -5.147 -4.419
H 4.040 -4.969 -0.214
H 4.554 -6.220 -1.419
H 5.882 -4.939 -2.718
H 4.551 1.617 -2.197
H 3.338 -1.428 -5.102
H 4.056 -3.170 -5.298
H 7.577 -3.472 -4.818
H 6.534 -4.712 -5.671
H 7.822 -3.811 -6.590
H 3.290 -1.312 -0.675
H 4.232 -2.833 -0.354
H 1.046 -2.988 -0.268
H 2.387 -3.937 0.678
H 1.069 -1.247 1.196
H 2.909 -1.202 1.430
H 1.016 -3.296 -2.394
H 1.618 -2.655 -3.977
H 1.048 -0.947 -1.339
H 1.873 -0.236 -2.822
H -1.596 -3.197 -3.829
H -2.957 -2.623 -2.765
H -0.868 -3.773 -0.970
H -2.592 -4.338 -1.158
H -1.308 -5.046 -2.274
C -1.671 2.048 0.183
N -0.281 2.245 0.559
C -0.044 1.547 1.825
P 0.643 3.686 0.401
O 1.956 2.941 0.113
N 0.558 4.299 -1.223
C 0.133 3.431 -2.316
C 1.784 4.990 -1.639
N -0.818 4.633 0.808
C -1.568 5.459 -0.132
C -0.551 5.438 2.013
H -2.370 2.491 0.904
H -1.895 0.979 0.123
H -1.908 2.446 -0.800
H -0.557 2.048 2.656
H 1.023 1.515 2.062
H -0.384 0.508 1.778
H 0.613 2.447 -2.276
H 0.357 3.875 -3.290
H -0.948 3.298 -2.319
H 2.565 4.283 -1.948
H 2.185 5.597 -0.823
H 1.583 5.663 -2.477
H -0.972 6.280 -0.541
H -2.437 5.901 0.370
H -1.979 4.868 -0.950
H 0.136 6.264 1.794
H -0.094 4.817 2.792
H -1.472 5.846 2.437
C -6.814 1.057 5.404
N -5.417 1.211 5.770
C -5.190 0.502 7.031
P -4.453 2.627 5.610
O -3.165 1.846 5.309
N -4.533 3.249 3.989
C -4.990 2.400 2.895
C -3.290 3.906 3.569
N -5.884 3.612 6.032
C -6.618 4.462 5.101
C -5.586 4.403 7.239
H -7.494 1.518 6.132
H -7.071 -0.005 5.341
H -7.044 1.466 4.423
H -5.682 1.016 7.867
H -4.123 0.439 7.258
H -5.560 -0.526 6.983
H -4.537 1.402 2.927
H -4.759 2.842 1.922
H -6.074 2.298 2.898
H -2.533 3.178 3.251
H -2.867 4.498 4.385
H -3.476 4.589 2.734
H -6.001 5.268 4.691
H -7.470 4.926 5.610
H -7.051 3.887 4.283
H -4.878 5.211 7.019
H -5.141 3.766 8.011
H -6.493 4.835 7.672
*
```